Record 1
91
Properties=species:S:1:pos:R:3:lowdin_charge:R:1 method="wB97M-V/def2-TZVPD" smiles="COC[C@H](C)N.COC[C@H](C)N.COC[C@H](C)N.NC(N)=O.NC(N)=O.NC(N)=O.NC(N)=O.NC(N)=O" lumo_energy_ev=0.3920 orbital_gap_ev=9.3 charge=0 energy_ha=-1993.37702 de_lowest_kcal_mol=36.0 multiplicity=1 e_homo_ev=-8.9
O 2.690 -3.250 1.713 -0.179
O 2.136 -1.261 -5.124 -0.006
O 0.559 5.075 -2.925 -0.004
O -0.150 0.425 -3.550 -0.064
O -2.233 3.796 -0.753 0.000
O 2.945 1.846 -0.012 -0.196
O -4.510 -0.312 -0.955 -0.182
O 1.851 3.186 4.835 0.000
N 1.403 0.110 1.529 0.055
N 0.653 2.013 6.370 0.142
N 0.536 1.449 4.194 0.146
N 0.750 3.443 -4.557 0.133
N -1.153 3.660 1.267 0.155
N 0.688 -3.934 4.740 0.034
N -0.564 2.996 -2.874 0.162
N -0.452 -1.714 -4.277 0.188
N 2.953 -0.019 -3.414 0.197
N -0.386 5.028 -0.303 0.175
N -3.890 -2.153 2.219 0.036
N -2.106 -0.568 -3.219 0.190
N 4.225 -0.506 -5.235 0.159
C -1.344 4.147 0.025 -0.711
C -0.505 0.292 0.073 -0.029
C 0.255 3.966 -3.367 -0.626
C -0.893 -0.594 -3.721 -0.655
C 3.058 -0.630 -4.587 -0.671
C 2.337 -3.234 3.094 -0.221
C 3.740 2.813 -0.675 -0.090
C 3.957 -2.685 1.485 -0.126
C 1.017 0.374 0.158 -0.417
C 1.605 1.658 -0.431 -0.168
C -5.360 -1.065 -1.822 -0.101
C 0.990 -3.849 3.312 -0.436
C -0.193 -3.129 2.716 -0.084
C -3.856 -3.277 0.060 -0.076
C -4.570 -0.777 0.365 -0.220
C 0.993 2.346 5.111 -0.698
C -3.669 -1.947 0.768 -0.414
H 2.395 -2.182 3.410 0.123
H -2.619 -1.727 0.568 0.104
H -5.610 -0.847 0.711 0.127
H 0.006 1.263 6.520 0.090
H 0.181 2.725 -4.962 0.081
H 3.646 0.620 -3.067 0.097
H -0.233 -3.259 1.630 0.083
H 1.531 1.568 -1.516 0.104
H -0.610 2.101 -3.356 0.038
H 0.339 5.179 0.371 0.098
H -4.915 -2.056 -1.936 0.061
H -1.891 3.154 1.727 0.110
H 2.006 0.089 -3.073 0.076
H -0.409 -2.104 3.017 0.080
H 0.951 -4.821 2.813 0.145
H 4.994 0.083 -4.967 0.101
H -2.779 -1.268 -3.475 0.105
H 0.467 -1.610 -4.713 0.061
H -1.098 -3.704 2.931 0.070
H -5.296 -0.635 -2.821 0.085
H 1.056 2.545 7.121 0.107
H 4.756 -3.158 2.062 0.088
H -0.517 4.208 1.815 0.098
H -4.823 -2.516 2.385 0.072
H -1.033 -2.531 -4.322 0.108
H 1.186 -0.870 1.656 0.052
H 4.016 -1.598 1.584 0.080
H 1.327 4.042 -5.124 0.093
H -2.281 0.239 -2.641 0.110
H -3.317 -4.123 0.491 0.076
H 1.362 -4.235 5.433 0.072
H -4.327 0.099 0.975 0.127
H -6.388 -1.126 -1.467 0.093
H 0.931 1.324 3.273 0.056
H 0.990 2.468 -0.030 0.113
H 0.520 -2.975 5.028 0.068
H 3.138 -3.622 3.734 0.123
H 2.406 0.270 1.539 0.073
H 4.405 -1.017 -6.081 0.108
H 1.327 -0.548 -0.356 0.135
H 3.393 3.828 -0.460 0.088
H -0.986 3.074 -1.948 0.055
H -0.872 1.221 0.515 0.063
H -0.236 5.241 -1.289 0.065
H -0.207 0.860 4.527 0.081
H -4.881 -3.567 -0.166 0.082
H 4.261 -2.863 0.452 0.088
H -3.230 -3.117 -0.827 0.073
H -0.973 -0.586 0.516 0.055
H 4.696 2.767 -0.153 0.088
H -0.820 0.266 -0.971 0.057
H 3.848 2.656 -1.749 0.076
H -3.286 -2.941 2.426 0.043


Record 2
85
Properties=species:S:1:pos:R:3:lowdin_charge:R:1 method="wB97M-V/def2-TZVPD" lumo_energy_ev=0.4681 orbital_gap_ev=9.1 charge=0 energy_ha=-1651.10904 de_lowest_kcal_mol=172.3 multiplicity=1 e_homo_ev=-8.6
O 9.707 -52.709 -42.491 -0.090
O 12.392 -52.063 -43.368 -0.169
O 7.677 -52.798 -43.390 -0.046
O 8.088 -55.047 -41.659 -0.060
O 9.177 -51.138 -44.048 0.074
O 11.646 -57.938 -42.178 -0.109
O 13.348 -51.012 -36.241 -0.193
O 12.891 -58.583 -36.542 -0.219
O 10.852 -56.773 -47.719 -0.167
O 9.433 -52.287 -39.922 -0.230
N 11.180 -53.523 -37.796 0.017
N 12.149 -55.117 -44.704 0.006
N 11.262 -54.960 -41.359 0.380
N 10.916 -56.342 -38.647 0.057
C 8.786 -52.153 -43.181 -0.656
C 9.949 -55.746 -44.974 -0.093
C 13.443 -52.886 -38.424 -0.014
C 10.325 -56.221 -48.981 -0.045
C 12.603 -50.911 -42.552 -0.141
C 11.765 -57.409 -38.333 -0.399
C 12.361 -52.980 -37.217 -0.377
C 11.267 -56.087 -45.438 -0.475
C 11.661 -56.008 -46.906 -0.253
C 7.150 -55.885 -42.148 -0.180
C 10.273 -58.382 -42.209 -0.079
C 11.890 -57.548 -36.827 -0.165
C 13.042 -49.895 -35.323 -0.077
C 13.148 -57.135 -39.034 -0.008
C 12.978 -58.994 -35.143 -0.103
C 12.139 -51.544 -36.683 -0.288
C 8.575 -51.217 -39.664 -0.207
H 8.385 -51.127 -44.608 0.108
H 12.714 -53.545 -36.208 0.178
H 12.214 -58.349 -42.757 0.033
H 13.092 -57.097 -40.167 0.086
H 11.948 -55.546 -41.100 0.044
H 14.475 -52.451 -38.421 0.107
H 10.942 -57.802 -36.301 0.126
H 10.028 -58.334 -43.198 0.043
H 9.943 -55.633 -43.787 0.092
H 13.241 -52.470 -39.270 -0.016
H 9.197 -56.569 -45.232 0.105
H 10.407 -55.305 -41.100 0.057
H 9.744 -56.998 -49.618 0.119
H 11.192 -51.458 -35.928 0.163
H 11.108 -55.655 -49.577 0.113
H 10.840 -52.922 -38.536 0.042
H 11.381 -54.036 -40.865 0.159
H 10.000 -56.324 -38.376 0.056
H 7.786 -54.378 -42.126 -0.052
H 8.968 -50.303 -40.402 0.112
H 12.318 -49.087 -35.797 0.125
H 13.109 -58.304 -34.332 0.063
H 8.409 -51.017 -38.662 0.034
H 11.194 -54.755 -42.330 0.074
H 13.778 -51.105 -42.171 0.141
H 12.582 -50.251 -34.503 0.022
H 13.895 -57.763 -38.877 0.030
H 12.046 -59.568 -34.989 0.077
H 13.344 -53.884 -38.747 0.029
H 14.038 -49.408 -35.052 0.106
H 11.582 -57.058 -45.031 0.133
H 6.836 -55.652 -43.065 0.051
H 9.539 -52.410 -40.997 0.068
H 9.504 -54.714 -45.222 0.114
H 11.366 -55.579 -38.200 0.021
H 9.641 -57.664 -41.780 0.051
H 13.835 -59.791 -35.061 0.115
H 12.088 -54.102 -45.102 0.113
H 12.220 -56.629 -36.284 0.131
H 12.746 -56.114 -46.894 0.112
H 12.469 -50.100 -43.237 0.054
H 13.502 -56.233 -38.996 -0.004
H 10.229 -59.338 -41.776 0.076
H 11.599 -54.863 -47.154 0.150
H 6.452 -56.209 -41.312 0.120
H 10.353 -53.619 -37.189 0.106
H 11.486 -52.150 -43.469 -0.027
H 7.639 -56.758 -42.509 0.050
H 9.521 -55.724 -48.810 -0.003
H 11.855 -50.968 -37.549 0.110
H 13.157 -55.337 -44.831 0.080
H 7.610 -51.024 -40.328 0.096
H 11.775 -50.868 -41.793 0.077
H 11.385 -58.277 -38.866 0.138